# 1
Density functional theory data (wB97M-V/def2-TZVPD) for a molecular structure, C28H31N5O3ReS3.

Geometry as ORCA input:
```
! RIJCOSX wB97M-V def2-TZVPD def2/J DEFGRID3
* xyz 2 4
Re -2.20 -1.11 -0.91
C -4.38 -2.01 -3.61
C -3.90 -2.18 -2.20
C -2.88 -3.08 -1.88
C -2.46 -3.29 -0.52
C -3.17 -2.67 0.52
C -4.13 -1.69 0.23
C -4.41 -1.38 -1.13
H -5.22 -2.68 -3.77
H -3.60 -2.26 -4.33
H -4.73 -1.00 -3.81
H -2.38 -3.62 -2.68
H -1.67 -3.99 -0.31
H -2.87 -2.84 1.55
H -4.61 -1.13 1.02
H -5.14 -0.61 -1.35
C 2.89 -3.08 -3.26
C 2.62 -1.63 -2.89
N 2.33 -1.47 -1.45
C 3.51 -1.38 -0.56
C 3.74 -2.66 0.24
C 1.12 -1.34 -0.96
S -0.21 -1.52 -2.09
N 1.04 -1.09 0.36
C 0.03 -0.62 1.03
O -1.18 -0.37 0.58
C 0.23 -0.29 2.45
C -0.72 0.48 3.12
C -0.51 0.83 4.45
C 0.63 0.38 5.11
C 1.57 -0.39 4.44
C 1.38 -0.72 3.11
H 3.07 -3.14 -4.34
H 2.04 -3.72 -3.02
H 3.78 -3.46 -2.76
H 1.78 -1.23 -3.46
H 3.48 -1.00 -3.10
H 3.38 -0.52 0.09
H 4.36 -1.18 -1.21
H 2.89 -2.87 0.89
H 4.63 -2.54 0.86
H 3.89 -3.51 -0.41
H -1.60 0.83 2.61
H -1.23 1.43 4.97
H 0.78 0.64 6.15
H 2.45 -0.74 4.96
H 2.11 -1.31 2.58
N 1.36 4.53 4.22
C 1.36 4.07 2.95
C 0.68 4.77 1.94
C 0.67 4.29 0.65
C 1.32 3.09 0.35
C 1.99 2.38 1.35
C 2.01 2.86 2.63
S 1.28 2.49 -1.26
O 2.35 1.56 -1.48
O 1.02 3.55 -2.19
N -0.09 1.50 -1.21
C -1.14 1.75 -1.89
S -1.46 3.17 -2.91
C -3.00 2.58 -3.23
C -3.23 1.37 -2.61
N -2.23 0.88 -1.88
H 1.03 5.46 4.42
H 1.98 4.12 4.90
H 0.19 5.71 2.17
H 0.18 4.86 -0.14
H 2.50 1.46 1.10
H 2.54 2.32 3.40
H -3.70 3.12 -3.86
H -4.16 0.83 -2.70
*
```

Properties
Lowest unoccupied orbital energy (alpha / beta) in eV: -5.4850 / -8.3764
Largest force on an atom in eV/A: 0.4
ΔE to the lowest compared entry with this formula, charge and spin in kJ/mol: 3.7
HOMO level (alpha / beta) in eV: -12.87 / -12.85

# 2
Density functional theory data (wB97M-V/def2-TZVPD) for 5 unconnected molecules or ions with the total composition CH12O4S in a non-equilibrium geometry.

Geometry as ORCA input:
```
! RIJCOSX wB97M-V def2-TZVPD def2/J DEFGRID3
* xyz 0 1
C 2.51 0.93 -0.76
S 3.03 -0.71 -0.25
H 2.97 1.64 -0.06
H 2.69 1.08 -1.83
H 1.37 0.88 -0.60
H 4.18 -0.38 0.36
O -1.47 -0.54 -0.13
H -1.19 -0.67 0.73
H -2.43 -0.41 0.08
O -1.89 -1.70 -2.63
H -2.23 -1.10 -1.96
H -1.13 -2.04 -2.24
O -2.16 1.84 0.29
H -1.34 1.65 -0.18
H -2.10 1.38 1.20
O -0.51 -0.37 2.41
H -0.58 -0.60 3.35
H 0.28 -0.88 2.23
*
```

Properties
SMILES: CS.O.O.O.O
Lowest unoccupied orbital energy in eV: 0.0646
Largest force on an atom in eV/A: 3.7
ΔE to the lowest compared entry with this formula, charge and spin in kJ/mol: 127.8
HOMO level in eV: -9.31